Entry 1:
Here is a structure of composition C24H15Cl2F8N3O3PdSb from the Open Molecules 2025 dataset. Energies are from the ωB97M-V functional and the def2-TZVPD basis.

The calculation puts the HOMO-LUMO gap (alpha / beta) at 4.44 / 4.44 eV. The total charge is +2. The value obtained for the energy above the lowest of the compared OMol25 structures with the same formula, charge and spin is 30.4 kcal/mol. Its multiplicity is 2. The lowest unoccupied orbital energy (alpha / beta) is -9.64 / -9.65 eV.

Atoms and positions in Å:
Pd 0.3416 -0.1592 -0.4932
F 0.2712 -5.4789 -0.6228
C 0.1040 -4.3304 -1.2206
C 0.6175 -3.1845 -0.6218
C 0.3837 -1.9767 -1.2216
C -0.2657 -1.9547 -2.5265
C -0.8088 -3.1596 -3.0574
F -1.4721 -3.1173 -4.2021
C -0.6318 -4.3468 -2.4297
C -0.2071 -0.6943 -3.2028
C -0.5725 -0.4190 -4.5203
C -0.3127 0.8397 -5.0434
C 0.3108 1.7840 -4.2524
C 0.6223 1.4664 -2.9290
N 0.3648 0.2748 -2.4179
H 1.0614 -3.2781 0.3583
H -1.0211 -5.2747 -2.8254
H -1.0395 -1.1801 -5.1238
H -0.5870 1.0688 -6.0640
H 0.5515 2.7681 -4.6289
H 1.0857 2.1885 -2.2736
Cl 3.7366 -2.7391 5.6914
C 3.5577 -2.1897 4.1373
C 4.0911 -2.9417 3.0804
C 3.9218 -2.4676 1.8147
Cl 4.4954 -3.2836 0.4834
C 3.2001 -1.1420 1.5341
O 3.1199 -0.7519 0.4060
C 2.6514 -0.4353 2.7231
C 1.8759 0.8418 2.6238
O 1.5093 1.3493 1.6045
C 2.8427 -0.9437 3.9471
H 4.6120 -3.8683 3.2796
H 1.6293 1.2747 3.6081
H 2.4489 -0.4520 4.8288
F -1.3754 0.4228 2.3738
Sb -1.3933 -1.4584 2.3434
F -3.0399 -1.5821 3.1780
F -2.0968 -1.4198 0.5836
F 0.3578 -1.1809 1.3562
F -1.0926 -3.2958 2.1381
F -0.3246 -1.4937 3.8887
N -4.0966 5.2378 1.1866
C -3.1448 5.2334 0.2302
O -2.9445 6.1296 -0.5582
C -2.2857 3.9935 0.1551
C -2.8199 2.7361 -0.0733
C -1.9595 1.6696 -0.2575
N -0.6271 1.8001 -0.2204
C -0.1175 3.0140 0.0324
C -0.9044 4.1311 0.2069
H -4.6974 6.0430 1.2626
H -4.1958 4.4907 1.8499
H -3.8888 2.5785 -0.1262
H -2.3465 0.6759 -0.4407
H 0.9596 3.0869 0.0816
H -0.4542 5.1012 0.3653

Forces on atoms 1 to 2 (eV/Å):
Pd -0.2 -0.5 -0.6
F 0.0 0.0 0.0

Atomic partial charges in e from the Löwdin method, atoms 1 to 2: Pd 1.050; F 0.183

***

Entry 2:
Here is a structure of composition C24H15F10N4PdS2 from the Open Molecules 2025 dataset. Energies are from the ωB97M-V functional and the def2-TZVPD basis.

The calculation puts the HOMO-LUMO gap (alpha / beta) at 7.99 / 5.21 eV. The total charge is +1. Its multiplicity is 5. The lowest unoccupied orbital energy (alpha / beta) is -2.55 / -5.34 eV.

Atoms and positions in Å:
Pd 0.3814 0.5501 0.9718
C -1.8962 1.0168 2.9670
N -1.4881 1.4816 1.6264
C -2.5241 1.1157 0.6393
C -2.0527 0.9116 -0.7995
N -0.8933 0.0345 -0.8338
C -0.6954 -0.8888 -1.7636
C 0.4622 -1.7273 -1.6424
F 1.3157 -1.5070 -0.6515
C 0.7339 -2.7607 -2.4992
F 1.8047 -3.5166 -2.3267
C -0.1262 -3.0152 -3.5655
F 0.1235 -4.0035 -4.3924
C -1.2467 -2.2080 -3.7618
F -2.0388 -2.4404 -4.7948
C -1.5195 -1.1760 -2.9001
F -2.5850 -0.4257 -3.1686
C -1.1672 2.9194 1.6905
C -0.4162 3.4658 0.4820
N 0.6834 2.5838 0.1169
C 1.6405 2.9718 -0.7207
C 1.7135 4.2079 -1.4330
F 0.7353 5.1018 -1.3255
C 2.7637 4.5122 -2.2634
F 2.7914 5.6649 -2.9104
C 3.8074 3.6050 -2.4379
F 4.8114 3.9044 -3.2289
C 3.7817 2.3778 -1.7761
F 4.7692 1.5166 -1.9530
C 2.7314 2.0781 -0.9498
F 2.7420 0.9073 -0.3232
H -2.8235 1.5089 3.2770
H -1.1044 1.2409 3.6781
H -2.0442 -0.0600 2.9431
H -3.3329 1.8555 0.6487
H -2.9462 0.1689 0.9771
H -1.7645 1.8574 -1.2665
H -2.9056 0.5336 -1.3573
H -0.5362 3.0481 2.5700
H -2.0813 3.5058 1.8401
H -0.0571 4.4617 0.7475
H -1.0818 3.6057 -0.3744
S 1.7431 0.5269 3.0731
C 1.1923 -1.0980 2.9388
N 0.2472 -1.3676 2.0682
C -0.0106 -2.7241 1.9633
C -0.9404 -3.3227 1.1166
C -1.0710 -4.6982 1.1430
C -0.2944 -5.4770 2.0053
C 0.6223 -4.8904 2.8590
C 0.7587 -3.5081 2.8261
S 1.8269 -2.4879 3.7511
H -1.5550 -2.7112 0.4664
H -1.7911 -5.1806 0.4954
H -0.4135 -6.5515 2.0097
H 1.2197 -5.4938 3.5288

Forces on atoms 1 to 2 (eV/Å):
Pd 0.0 -0.1 0.0
C 0.0 0.0 0.0

Atomic partial charges in e from the Löwdin method, atoms 1 to 2: Pd 0.883; C -0.071

***

Entry 3:
Here is a structure of composition C24H15GaN4O5 from the Open Molecules 2025 dataset. Energies are from the ωB97M-V functional and the def2-TZVPD basis.

The calculation puts the HOMO-LUMO gap at 7.25 eV. The value obtained for the energy above the lowest of the compared OMol25 structures with the same formula, charge and spin is 15.8 kcal/mol. The lowest unoccupied orbital energy is -1.15 eV.

Atoms and positions in Å:
Ga -1.0770 0.2710 0.0433
O 3.5467 1.3468 -0.8024
C 2.1978 1.3573 -0.8475
O 1.5555 0.8749 -1.7330
C 1.5877 2.1020 0.2990
C 2.3365 2.9712 1.0753
C 1.6830 3.7831 2.0012
C 0.3062 3.6981 2.0919
C -0.3426 2.7610 1.2976
N 0.2695 1.9647 0.4401
C -1.8433 2.6048 1.3295
O -2.5409 3.3731 1.9338
O -2.2551 1.5876 0.6117
H 3.8339 0.8663 -1.6011
H 3.4008 3.0324 0.9217
H 2.2395 4.4814 2.6088
H -0.2875 4.3088 2.7544
O -1.7932 0.3006 -1.7737
N -2.9883 0.2527 -2.2733
C -3.9623 -0.2423 -1.5632
C -5.2623 -0.3073 -2.1403
N -6.3165 -0.3709 -2.5843
C -3.6801 -0.7196 -0.2511
N -3.0664 -1.0096 0.6906
C 0.4661 -6.1799 2.3187
C 0.4763 -5.8071 0.9810
C 0.2439 -4.4940 0.6160
C -0.0056 -3.5242 1.5878
C -0.0464 -3.9191 2.9234
C 0.2004 -5.2310 3.2913
C -0.3378 -2.1184 1.2840
C -0.0420 -1.3722 0.2041
C 0.9659 -1.8331 -0.7910
C 0.7317 -1.8677 -2.1599
C 1.7167 -2.3094 -3.0291
C 2.9548 -2.7062 -2.5500
C 3.2052 -2.6598 -1.1862
C 2.2196 -2.2276 -0.3183
H 0.6468 -7.2081 2.5970
H 0.6613 -6.5461 0.2151
H 0.2369 -4.2284 -0.4296
H -0.2702 -3.1838 3.6837
H 0.1725 -5.5127 4.3339
H -0.9681 -1.6822 2.0573
H -0.2192 -1.5522 -2.5580
H 1.5117 -2.3356 -4.0902
H 3.7200 -3.0479 -3.2332
H 4.1685 -2.9631 -0.7973
H 2.4158 -2.1906 0.7439

Forces on atoms 1 to 2 (eV/Å):
Ga -0.1 0.2 -1.3
O -0.3 -0.1 -0.2

Atomic partial charges in e from the Löwdin method, atoms 1 to 2: Ga 0.592; O 0.120

***

Entry 4:
Here is a structure of composition C24H16BF5IrN10OSe from the Open Molecules 2025 dataset. Energies are from the ωB97M-V functional and the def2-TZVPD basis.

The calculation puts the HOMO-LUMO gap (alpha / beta) at 5.81 / 4.94 eV. The total charge is +2. The value obtained for the energy above the lowest of the compared OMol25 structures with the same formula, charge and spin is 45.3 kcal/mol. Its multiplicity is 2. The lowest unoccupied orbital energy (alpha / beta) is -8.18 / -9.05 eV.

Atoms and positions in Å:
Ir -0.0804 -0.6738 -0.2397
C 1.1326 2.6705 2.2114
C 0.1313 1.8558 1.7148
N 0.5990 1.1674 0.6696
N 1.8842 1.5132 0.4767
C 2.2340 2.4094 1.4136
B 2.7895 0.8258 -0.5745
N 3.0144 -0.5827 -0.0060
C 4.0889 -1.2152 0.4815
C 3.7005 -2.4624 0.9397
C 2.3337 -2.5178 0.6986
N 1.9366 -1.3790 0.1285
N 2.0883 0.6297 -1.9327
C 2.6158 0.8077 -3.1539
C 1.7473 0.2811 -4.0908
C 0.6879 -0.2228 -3.3490
N 0.9079 0.0005 -2.0510
N 4.0150 1.6888 -0.8159
C 5.2747 1.4195 -1.2644
C 5.9294 2.6102 -1.4346
C 4.9735 3.5945 -1.0972
N 3.8283 3.0300 -0.7823
H 1.0777 3.3466 3.0451
H -0.8793 1.7599 2.0682
H 3.2295 2.7879 1.5218
H 5.0614 -0.7534 0.4888
H 4.3168 -3.2198 1.3886
H 1.6382 -3.3125 0.9114
H 3.5682 1.2852 -3.3058
H 1.8818 0.2527 -5.1565
H -0.1884 -0.7435 -3.6939
H 5.6194 0.4145 -1.4482
H 6.9294 2.7735 -1.7962
H 5.0709 4.6664 -1.1155
Se -2.3006 0.5667 -2.6396
N -1.8577 -0.8555 -1.6122
C -2.9930 -1.4840 -1.2681
C -3.1084 -2.6508 -0.4815
C -4.3570 -3.1505 -0.2255
C -5.5272 -2.5494 -0.7588
C -5.4622 -1.4284 -1.5334
C -4.1886 -0.8747 -1.8068
N -3.9744 0.2113 -2.5427
H -2.2199 -3.1430 -0.1068
H -4.4563 -4.0427 0.3783
H -6.4875 -3.0066 -0.5636
H -6.3443 -0.9603 -1.9477
F -5.3234 1.0150 4.2514
C -4.3674 0.4647 3.5772
C -3.9237 1.0672 2.3803
F -4.4942 2.1646 1.9455
C -2.9038 0.4940 1.6832
F -2.4848 1.0678 0.5638
C -2.2322 -0.7075 2.1063
O -1.2696 -1.2490 1.4977
C -2.7363 -1.2850 3.3281
F -2.1667 -2.3783 3.7591
C -3.7703 -0.7195 4.0311
F -4.2088 -1.2748 5.1345

Forces on atoms 1 to 2 (eV/Å):
Ir 2.1 2.4 -2.2
C 0.0 -0.2 -0.1

Atomic partial charges in e from the Löwdin method, atoms 1 to 2: Ir 1.441; C 0.010

***

Entry 5:
Here is a structure of composition C24H16F10N4Os from the Open Molecules 2025 dataset. Energies are from the ωB97M-V functional and the def2-TZVPD basis.

The calculation puts the HOMO-LUMO gap (alpha / beta) at 6.61 / 6.20 eV. The total charge is +2. The value obtained for the energy above the lowest of the compared OMol25 structures with the same formula, charge and spin is 10.2 kcal/mol. The lowest unoccupied orbital energy (alpha / beta) is -8.50 / -8.85 eV.

Atoms and positions in Å:
Os 0.7792 -0.7452 -0.7646
C 3.0711 -1.7018 -2.4496
N 2.8528 -1.1178 -1.0997
C 3.5387 0.2185 -0.9754
C 2.6882 1.2539 -1.6665
N 1.2951 0.9769 -1.2408
C 0.5068 2.0632 -0.7774
C 0.9048 2.7991 0.3349
F 2.0490 2.4773 0.9493
C 0.1130 3.8042 0.8548
F 0.5004 4.4682 1.9275
C -1.1154 4.0816 0.2573
F -1.8826 5.0248 0.7495
C -1.5337 3.3486 -0.8475
F -2.7028 3.5973 -1.4098
C -0.7206 2.3496 -1.3583
F -1.1286 1.6558 -2.4174
C 3.3786 -2.0554 -0.0365
C 2.1895 -2.5637 0.7575
N 1.2769 -1.4017 0.9264
C 1.1785 -0.7012 2.1263
C 0.0393 0.0807 2.3884
F -0.9718 0.0955 1.5177
C -0.1005 0.8216 3.5411
F -1.1926 1.5383 3.7363
C 0.9051 0.8058 4.5015
F 0.7818 1.5120 5.5951
C 2.0482 0.0443 4.2829
F 3.0213 0.0474 5.1685
C 2.1787 -0.6862 3.1165
F 3.3329 -1.3256 2.9293
H 2.6567 -1.0458 -3.2122
H 4.1401 -1.8383 -2.6192
H 2.5657 -2.6647 -2.5002
H 3.5948 0.4502 0.0872
H 4.5498 0.1559 -1.3813
H 2.9746 2.2746 -1.4239
H 2.7268 1.1471 -2.7522
H 3.9356 -2.8661 -0.5022
H 4.0573 -1.5038 0.6094
H 1.6367 -3.3169 0.1930
H 2.4644 -3.0090 1.7087
N -1.2718 -0.9367 -0.9935
C -2.4035 -1.1132 -1.1410
C -3.7887 -1.2975 -1.3115
C -4.2567 -2.5248 -1.8042
C -5.6166 -2.6868 -1.9778
C -6.4854 -1.6469 -1.6626
C -6.0124 -0.4338 -1.1724
C -4.6574 -0.2437 -0.9929
H -3.5669 -3.3207 -2.0475
H -6.0007 -3.6215 -2.3610
H -7.5493 -1.7837 -1.8035
H -6.7019 0.3642 -0.9355
H -4.2723 0.6956 -0.6209

Forces on atoms 1 to 2 (eV/Å):
Os -0.3 -0.3 0.6
C 0.0 0.0 0.0

Atomic partial charges in e from the Löwdin method, atoms 1 to 2: Os 1.543; C -0.044

***

Number 1: strongest force on any atom 0.8 eV Å⁻¹. Number 2: strongest force on any atom 0.1 eV Å⁻¹. Number 3: strongest force on any atom 1.3 eV Å⁻¹. Number 4: strongest force on any atom 3.9 eV Å⁻¹. Number 5: strongest force on any atom 0.8 eV Å⁻¹.